Version a
22
Properties=species:S:1:pos:R:3 method="wB97M-V/def2-TZVPD" total_charge=+1 smiles="C=NC(=[NH2+])[C@@H](CC)SC" homo_ev=-12.79
C -1.02 -1.93 1.38
C -0.55 -0.53 -0.62
C -1.13 2.46 -0.37
C 2.77 -1.48 0.20
C -0.40 1.51 0.64
C 0.43 0.47 -0.06
N -1.01 -1.44 0.21
N -0.90 -0.46 -1.86
S 1.61 -0.35 1.13
H -0.60 -2.94 1.67
H -1.73 -1.37 2.08
H -0.39 2.85 -0.96
H -1.68 3.13 0.24
H -1.89 1.93 -0.97
H 1.92 -1.80 -0.40
H 3.00 -2.23 0.93
H 3.59 -0.99 -0.17
H 0.32 2.07 1.27
H -1.08 0.88 1.14
H 1.00 0.90 -0.89
H -0.53 0.19 -2.49
H -1.75 -0.87 -2.10

---

Version b
22
Properties=species:S:1:pos:R:3 method="wB97M-V/def2-TZVPD" total_charge=+1 homo_ev="-13.66 / -13.75"
C -2.52 0.89 -0.06
C 0.37 0.00 -0.43
C 2.92 2.27 0.96
C -0.57 -3.50 -0.01
C 1.49 1.69 0.93
C -1.16 -2.30 -0.76
N -1.66 0.64 0.74
N 1.28 0.88 -0.25
S 0.17 -1.27 -1.53
H -3.48 1.48 0.12
H -2.38 0.62 -1.07
H 3.69 1.55 0.98
H 3.05 3.04 0.16
H 2.97 2.85 1.85
H 0.13 -3.20 0.71
H -1.23 -4.16 0.57
H 0.00 -4.19 -0.63
H 1.45 1.25 1.89
H 0.67 2.44 0.76
H -1.65 -1.55 -0.15
H -1.61 -2.67 -1.66
H 2.21 0.79 -0.79

---

version a is preferred energetically. Next in line: 291.1 kJ/mol higher.